# 1
ORCA calculation (ωB97M-V/def2-TZVPD) on CH12Ba3O9 as an isolated structure.

XYZ file:
```
25
Properties=species:S:1:pos:R:3:forces:R:3:lowdin_charge:R:1
Ba 1.76360 -0.00266 -3.33269 0.84 -0.35 0.92 2.044
Ba 1.37536 -0.19084 2.49462 0.11 0.07 0.39 2.139
Ba -2.83845 0.21746 -2.65313 -0.65 -0.25 0.93 2.063
C 0.25421 -0.02066 -0.44498 -0.48 0.65 1.45 -0.924
O -0.21017 0.64102 -1.50297 0.69 -1.49 -0.45 -0.426
O 1.52748 -0.13977 -0.21625 -1.09 0.10 -1.48 -0.311
O -0.56751 -0.41637 0.47047 0.45 0.21 -1.01 -0.217
O -3.11645 0.85245 -0.12430 0.79 -0.35 -0.26 -0.235
H -2.33361 0.29463 0.10740 -0.24 0.38 0.39 -0.017
H -3.06913 1.60828 0.48177 -0.33 0.00 -0.16 0.097
O -2.38820 -2.13131 -0.98814 0.30 0.59 -0.06 -0.149
H -1.71833 -1.83129 -0.34498 -0.14 -0.16 -0.04 0.010
H -2.76421 -2.94381 -0.61343 -0.14 0.09 -0.28 0.097
O 2.06591 -2.41631 -1.79035 -0.29 0.65 -0.06 -0.157
H 1.94128 -3.35425 -1.57902 0.18 0.01 -0.34 0.094
H 2.17495 -1.96285 -0.93928 0.02 -0.17 -0.04 0.014
O -1.24592 -0.70095 3.47662 0.58 -0.26 -0.56 -0.159
H -1.83436 -0.46423 2.74816 -0.20 -0.04 0.26 0.037
H -1.48221 -1.61712 3.69549 -0.15 0.24 0.30 0.087
O 3.18969 1.54037 1.26233 -0.86 -0.19 0.56 -0.183
H 2.64943 1.51937 0.45601 0.40 0.44 -0.07 -0.027
H 3.16564 2.47002 1.54824 0.37 -0.16 -0.21 0.085
O 1.49661 2.92776 -0.61236 0.20 -0.30 -0.11 -0.033
H 0.81436 2.29866 -0.86497 -0.41 0.36 -0.09 -0.019
H 1.15005 3.82241 -0.73424 0.05 -0.06 0.02 0.090
```
Forces are in eV/Å.

Output
Kohn-Sham gap = 9.59 eV
Net charge = +4
E_HOMO = -22.88 eV
Relative energy (zero: lowest compared OMol25 entry of this formula, charge and spin) = 0.0 kJ/mol
Total energy = -797.7843 a.u.

=====

# 2
ORCA calculation (ωB97M-V/def2-TZVPD) on one molecule with the formula C8H6N2O2.

XYZ file:
```
18
Properties=species:S:1:pos:R:3:forces:R:3:lowdin_charge:R:1
C 1.22291 -0.35978 -0.44912 -0.90 -1.40 1.72 -0.240
C 1.68406 0.18727 -1.61596 4.88 -1.43 -0.91 -0.052
C 1.01544 1.16048 -2.28358 2.03 1.49 -2.26 -0.126
C -0.23108 1.52375 -1.91314 -1.73 1.89 0.73 -0.120
C -0.74277 1.00253 -0.74053 -3.11 0.24 0.18 -0.031
C -0.10034 0.02153 0.01553 2.61 0.67 -2.48 -0.084
C -0.58314 -0.60985 1.16778 -2.35 1.37 0.04 -0.364
C -2.00617 -0.96030 2.79947 12.28 -2.17 -6.28 -0.031
H 1.51020 -1.59634 1.08715 0.75 0.71 -1.82 0.107
H 2.83079 -0.13183 -2.00424 -3.41 0.87 1.30 0.189
H 1.60394 1.74914 -3.06128 -1.15 -1.08 0.73 0.136
H -0.80268 2.37635 -2.36080 0.76 -1.05 0.14 0.122
H -1.81978 1.37925 -0.52477 2.05 -0.95 0.23 0.150
H -2.84092 -0.97147 3.21265 -7.21 0.16 3.85 0.047
N -0.02011 -1.47877 1.87296 -0.53 -1.86 3.25 0.092
N -0.92173 -1.75887 2.95907 -1.99 1.73 -0.32 0.099
O 2.00108 -1.27742 0.22655 -1.50 0.47 0.63 0.019
O -1.79970 -0.25568 1.61226 -1.49 0.34 1.26 0.089
```
Forces are in eV/Å.

Output
Kohn-Sham gap = 9.03 eV
E_HOMO = -8.84 eV
Relative energy (zero: lowest compared OMol25 entry of this formula, charge and spin) = 301.1 kJ/mol
Total energy = -568.3676 a.u.